{"formula": "C41H33F3N5STeZr", "method": "the ωB97M-V functional and the def2-TZVPD basis", "fmax_ev_per_a": 2.06, "e_homo_ev": -9.86, "total_charge": 1, "de_lowest_kcal_mol": 31.79, "total_energy_ev": -78059.46792, "species": ["Zr", "C", "C", "N", "N", "C", "N", "S", "C", "C", "C", "C", "C", "N", "H", "H", "H", "H", "H", "H", "H", "H", "H", "Te", "C", "C", "C", "C", "C", "C", "C", "C", "C", "C", "C", "C", "H", "H", "H", "H", "H", "H", "H", "H", "H", "H", "F", "C", "F", "F", "C", "C", "C", "C", "C", "C", "C", "C", "H", "H", "H", "H", "C", "C", "C", "C", "C", "C", "N", "C", "C", "C", "C", "C", "C", "H", "H", "H", "H", "H", "H", "H", "H", "H", "H"], "coordinates": [[-0.6873, -0.1710, -1.6268], [0.4504, -0.8247, -5.9385], [0.2936, -0.9926, -4.4680], [0.0205, -0.0380, -3.6434], [-0.2283, 1.2589, -3.9965], [-1.4761, 1.5861, -3.7671], [-1.9020, 2.8538, -3.8679], [-2.6455, 0.3378, -3.3882], [0.2866, -2.3202, -3.8478], [0.6212, -3.4831, -4.5449], [0.4877, -4.7035, -3.9069], [0.0167, -4.7372, -2.6014], [-0.3045, -3.5423, -1.9789], [-0.1701, -2.3567, -2.5714], [0.5049, 0.2368, -6.1650], [1.3533, -1.3202, -6.2867], [-0.4073, -1.2588, -6.4556], [-1.2975, 3.5677, -4.2353], [-2.8908, 3.0364, -3.8018], [0.9748, -3.4314, -5.5634], [0.7462, -5.6222, -4.4095], [-0.1114, -5.6714, -2.0812], [-0.6838, -3.5226, -0.9605], [2.3697, -0.3242, -1.5230], [2.8693, -2.2256, -0.6425], [4.0968, -2.8201, -0.9031], [4.4641, -3.9696, -0.2211], [3.6126, -4.5200, 0.7235], [2.3857, -3.9310, 0.9788], [2.0134, -2.7879, 0.2922], [3.0681, 0.6130, 0.2835], [2.3515, 0.4521, 1.4574], [2.8509, 0.9690, 2.6394], [4.0309, 1.6918, 2.6379], [4.7251, 1.8785, 1.4555], [4.2617, 1.3165, 0.2776], [4.7730, -2.3749, -1.6208], [5.4195, -4.4309, -0.4297], [3.9051, -5.4096, 1.2584], [1.7185, -4.3572, 1.7145], [1.0579, -2.3224, 0.5098], [1.4065, -0.0786, 1.4495], [2.3225, 0.8124, 3.5663], [4.4056, 2.1071, 3.5612], [5.6396, 2.4514, 1.4494], [4.8165, 1.4348, -0.6431], [-4.3413, 0.1001, 6.9512], [-3.0153, 0.2035, 6.7961], [-2.6718, 1.4381, 7.2068], [-2.4583, -0.6542, 7.6732], [-2.5582, -0.0782, 5.3924], [-3.4591, -0.5417, 4.4432], [-3.0181, -0.8306, 3.1682], [-1.6757, -0.6497, 2.8328], [-0.7807, -0.1783, 3.7948], [-1.2164, 0.1027, 5.0726], [-1.2391, -0.8751, 1.5012], [-0.8682, -1.0706, 0.3541], [-4.4997, -0.6575, 4.7053], [-3.7112, -1.1925, 2.4241], [0.2530, -0.0361, 3.5253], [-0.5292, 0.4725, 5.8184], [1.8046, 3.9285, 1.0051], [1.9688, 3.4505, -0.2831], [0.9807, 2.6862, -0.8792], [-0.1916, 2.3790, -0.1712], [-0.3396, 2.8572, 1.1384], [0.6472, 3.6327, 1.7083], [-1.1578, 1.5885, -0.7772], [-2.5077, 1.8406, -0.5361], [-3.4437, 0.7913, -0.5049], [-4.7982, 1.0647, -0.4313], [-5.2533, 2.3714, -0.3617], [-4.3361, 3.4093, -0.3462], [-2.9834, 3.1542, -0.4380], [2.5655, 4.5420, 1.4566], [2.8634, 3.6919, -0.8347], [1.0613, 2.3868, -1.9287], [-1.2456, 2.6219, 1.6806], [0.5031, 4.0199, 2.7040], [-3.1040, -0.2541, -0.5342], [-5.5043, 0.2482, -0.4436], [-6.3097, 2.5770, -0.3138], [-4.6710, 4.4328, -0.2870], [-2.2717, 3.9686, -0.4444]], "forces_ev_per_angstrom": [[-0.826, -0.200, 0.238], [0.004, 0.311, 0.230], [-0.095, 0.877, -0.038], [0.381, -1.265, -1.579], [0.793, 1.081, -0.329], [-0.411, -0.522, -0.407], [0.034, -0.212, -0.098], [0.113, -0.192, 0.291], [0.053, -0.772, 0.126], [-0.073, 0.555, 0.243], [-0.086, -0.060, 0.439], [0.063, 0.114, -0.334], [0.009, -0.043, 0.325], [-0.014, -0.172, -0.326], [-0.003, -0.005, -0.099], [0.067, -0.030, -0.068], [-0.005, -0.018, 0.007], [0.126, 0.026, 0.018], [0.144, -0.030, 0.036], [0.000, 0.047, -0.018], [0.022, -0.060, -0.108], [-0.016, -0.078, 0.099], [0.061, 0.016, -0.122], [0.828, -0.327, 1.163], [-0.218, 0.124, -0.218], [0.001, 0.305, -0.253], [0.025, -0.033, -0.024], [0.043, -0.071, -0.040], [0.047, -0.053, -0.037], [-0.311, 0.208, 0.072], [-0.144, -0.120, -0.286], [-0.236, -0.246, -0.102], [0.036, 0.047, -0.031], [0.038, 0.026, 0.038], [0.148, -0.021, 0.026], [-0.054, -0.103, -0.292], [0.054, -0.035, -0.041], [0.032, 0.004, 0.018], [0.049, -0.105, 0.063], [-0.043, -0.006, 0.050], [0.091, -0.065, -0.008], [0.027, -0.011, 0.023], [-0.116, 0.024, 0.109], [0.061, 0.052, 0.057], [0.115, 0.027, -0.004], [0.076, 0.057, -0.017], [-0.071, -0.032, -0.214], [-0.044, 0.058, 0.483], [0.105, 0.035, -0.173], [0.106, -0.057, -0.095], [-0.086, -0.025, -0.041], [0.094, 0.116, 0.250], [0.081, -0.027, -0.131], [-0.265, 0.191, 0.352], [-0.015, -0.043, -0.021], [-0.231, -0.010, 0.044], [0.282, -0.447, -0.464], [-0.086, -0.398, 0.370], [-0.039, -0.063, -0.001], [-0.040, 0.007, -0.082], [0.117, 0.038, -0.018], [0.067, 0.007, 0.072], [0.115, 0.030, -0.142], [0.029, 0.156, 0.118], [-0.579, 0.018, -0.135], [0.841, 0.625, 0.203], [-0.076, -0.244, -0.214], [-0.105, -0.042, -0.045], [-0.284, 0.084, 0.047], [-1.131, 0.356, 0.279], [0.444, 0.192, 0.283], [-0.016, -0.089, -0.032], [0.027, -0.087, 0.040], [-0.050, 0.060, -0.064], [0.263, -0.284, -0.035], [0.150, 0.093, 0.057], [0.111, 0.047, -0.086], [-0.042, 0.142, 0.189], [-0.014, 0.004, 0.057], [0.024, 0.034, 0.176], [-0.260, 0.407, 0.114], [-0.074, -0.083, 0.033], [-0.146, 0.016, 0.033], [-0.091, 0.122, 0.037], [-0.004, 0.046, -0.040]], "nbo_charge": [1.857, -0.689, 0.332, -0.418, -0.442, 0.304, -0.775, -0.220, 0.156, -0.207, -0.124, -0.213, 0.090, -0.537, 0.264, 0.241, 0.258, 0.414, 0.424, 0.240, 0.240, 0.244, 0.236, 0.702, -0.261, -0.227, -0.202, -0.191, -0.212, -0.198, -0.206, -0.277, -0.135, -0.209, -0.201, -0.241, 0.223, 0.228, 0.226, 0.223, 0.235, 0.230, 0.207, 0.225, 0.227, 0.223, -0.316, 0.971, -0.320, -0.320, -0.122, -0.182, -0.156, -0.182, -0.115, -0.197, 0.168, -0.699, 0.243, 0.225, 0.203, 0.236, -0.232, -0.176, -0.302, 0.228, -0.270, -0.172, -0.896, 0.238, -0.261, -0.187, -0.225, -0.198, -0.261, 0.223, 0.219, 0.228, 0.229, 0.222, 0.203, 0.218, 0.223, 0.221, 0.224]}


{"formula": "C13H26N4O4", "method": "the ωB97M-V functional and the def2-TZVPD basis", "fmax_ev_per_a": 3.20, "e_homo_ev": -9.10, "smiles": "CNC(=O)[C@@H](CCCCN)NC(=O)[C@H](NC(C)=O)[C@@H](C)O", "total_charge": 0, "total_energy_ev": -28054.57218, "species": ["C", "N", "C", "O", "C", "C", "C", "C", "C", "N", "N", "C", "O", "C", "N", "C", "C", "O", "C", "C", "O", "H", "H", "H", "H", "H", "H", "H", "H", "H", "H", "H", "H", "H", "H", "H", "H", "H", "H", "H", "H", "H", "H", "H", "H", "H", "H"], "coordinates": [[1.6801, -0.5371, 5.2117], [1.1566, -0.8229, 3.8561], [0.6110, 0.1365, 3.1256], [0.4157, 1.2843, 3.5026], [0.1450, -0.3061, 1.7165], [-1.2947, -0.8751, 1.8378], [-1.8114, -1.5304, 0.5340], [-3.1269, -2.2755, 0.8537], [-3.6239, -3.1148, -0.3381], [-4.8798, -3.7900, 0.1006], [0.2936, 0.7940, 0.7205], [0.7720, 0.5680, -0.5049], [1.0506, -0.5572, -0.9212], [1.0641, 1.7653, -1.4170], [0.8329, 1.4820, -2.8387], [0.6262, 2.3700, -3.7838], [0.3964, 1.8297, -5.1957], [0.5725, 3.5906, -3.5918], [2.5092, 2.2736, -1.0749], [3.6500, 1.4645, -1.6305], [2.6487, 3.6118, -1.4580], [0.8334, -0.2802, 5.8802], [2.3226, 0.3499, 5.1783], [2.3674, -1.3534, 5.5695], [1.3243, -1.7534, 3.4795], [0.7641, -1.1453, 1.3956], [-1.9604, -0.0628, 2.1499], [-1.3055, -1.6425, 2.6022], [-1.9430, -0.7996, -0.2610], [-1.0572, -2.2351, 0.1799], [-3.0201, -2.9273, 1.7411], [-3.8694, -1.4934, 1.0741], [-2.8725, -3.8335, -0.5992], [-3.8392, -2.4468, -1.1722], [-5.4835, -3.1117, 0.5884], [-4.7093, -4.5648, 0.7239], [0.0710, 1.7496, 1.0478], [0.3400, 2.5273, -1.1081], [0.9517, 0.4991, -3.0662], [1.3661, 1.6784, -5.6934], [-0.2267, 0.9963, -5.1907], [-0.1184, 2.6236, -5.7676], [2.5888, 2.2516, 0.0021], [3.6154, 0.4645, -1.2559], [3.6290, 1.4530, -2.6827], [4.5596, 1.9592, -1.3585], [1.9842, 3.7358, -2.1615]], "forces_ev_per_angstrom": [[0.252, 0.093, -0.102], [1.246, -1.221, 1.516], [-0.877, 1.154, -1.724], [0.231, -0.285, 0.125], [-0.133, -0.142, 0.039], [0.251, 0.699, -1.168], [0.014, -0.323, 1.188], [0.734, 0.603, -0.919], [-1.376, 0.539, 2.131], [-0.175, 0.521, -0.815], [-0.677, 0.334, 1.777], [0.669, -1.112, -1.719], [-0.217, 0.209, 0.163], [-0.128, 0.664, 0.686], [0.731, -2.228, 2.172], [-0.735, 1.935, -1.773], [0.909, 2.262, -0.054], [0.377, -0.662, 0.446], [-0.549, -0.063, -0.012], [-0.549, 0.115, 0.588], [-0.568, 0.436, -0.601], [0.646, -0.529, -0.123], [-0.239, -0.015, -0.167], [-1.231, 0.536, -0.322], [-0.175, 0.650, 0.004], [0.176, 0.250, -0.301], [-0.031, -0.128, 0.053], [0.114, -0.070, 0.357], [-0.125, 0.116, -0.026], [0.061, -0.071, -0.044], [0.032, 0.305, -0.353], [-0.067, -0.363, 0.136], [0.235, -0.490, -0.366], [0.026, -0.223, -0.169], [0.483, -0.577, -0.345], [0.164, 0.043, 0.093], [0.308, -0.972, -0.261], [0.321, 0.354, -0.227], [-0.106, 0.224, -0.086], [-0.348, -0.313, 0.207], [-0.738, -1.764, -0.094], [0.299, -0.323, 0.394], [-0.079, -0.042, 0.588], [0.171, -0.773, 0.235], [-0.161, -0.110, -1.481], [0.578, 0.158, 0.367], [0.255, 0.596, -0.013]], "nbo_charge": [-0.426, -0.607, 0.667, -0.639, -0.122, -0.386, -0.403, -0.398, -0.211, -0.841, -0.610, 0.686, -0.663, -0.156, -0.602, 0.682, -0.703, -0.664, 0.113, -0.633, -0.727, 0.216, 0.218, 0.213, 0.405, 0.223, 0.211, 0.205, 0.207, 0.204, 0.192, 0.191, 0.190, 0.187, 0.351, 0.353, 0.432, 0.225, 0.423, 0.235, 0.217, 0.244, 0.167, 0.215, 0.204, 0.225, 0.493]}


{"formula": "C31H31IrNO4PSe2Te2", "method": "the ωB97M-V functional and the def2-TZVPD basis", "fmax_ev_per_a": 0.93, "e_homo_ev": [-2.91, -4.75], "multiplicity": 6, "total_charge": -1, "de_lowest_kcal_mol": 9.63, "total_energy_ev": -199738.65738, "species": ["Ir", "N", "C", "C", "C", "C", "C", "C", "P", "C", "C", "C", "C", "C", "C", "C", "C", "C", "C", "C", "C", "H", "H", "H", "H", "H", "H", "H", "H", "H", "H", "H", "H", "H", "H", "H", "H", "Se", "Te", "Te", "Se", "C", "C", "C", "C", "C", "H", "H", "H", "H", "H", "H", "H", "H", "H", "H", "O", "C", "O", "C", "C", "C", "C", "O", "C", "O", "C", "C", "H", "H", "H", "H", "H"], "coordinates": [[-0.7927, 2.0943, -0.1931], [-0.8220, 1.5189, 1.9114], [0.4210, 1.7272, 2.5842], [0.4800, 2.0907, 3.9220], [1.7098, 2.2585, 4.5405], [2.8870, 2.0561, 3.8332], [2.8296, 1.7028, 2.4920], [1.6057, 1.5484, 1.8533], [1.3886, 1.3280, 0.0469], [2.8499, 2.1308, -0.7014], [4.0776, 1.4824, -0.8352], [5.1546, 2.1403, -1.4113], [5.0145, 3.4453, -1.8647], [3.7930, 4.0908, -1.7446], [2.7165, 3.4342, -1.1672], [1.7479, -0.4237, -0.2854], [1.6573, -0.8630, -1.6067], [1.9727, -2.1709, -1.9262], [2.3633, -3.0587, -0.9282], [2.4299, -2.6333, 0.3870], [2.1273, -1.3135, 0.7098], [-0.9992, 0.4571, 1.8965], [-1.5949, 1.9508, 2.4100], [-0.4391, 2.2438, 4.4750], [1.7473, 2.5568, 5.5808], [3.8449, 2.1944, 4.3177], [3.7435, 1.5831, 1.9218], [4.1911, 0.4572, -0.5040], [6.1024, 1.6267, -1.5164], [5.8540, 3.9516, -2.3253], [3.6604, 5.0990, -2.1165], [1.7582, 3.9312, -1.1003], [1.3181, -0.1780, -2.3763], [1.8912, -2.5091, -2.9517], [2.5886, -4.0886, -1.1769], [2.7027, -3.3291, 1.1706], [2.1610, -0.9891, 1.7424], [-0.7654, 2.2636, -2.5494], [-0.5418, 4.6498, -3.7658], [-0.4763, 5.9434, -1.3109], [-0.5098, 4.4007, 0.6504], [-3.7389, 0.6534, -1.8359], [-4.0091, 1.4626, -0.5670], [-4.3805, 0.4797, 0.5640], [-5.2139, 2.3794, -0.8265], [-2.8491, 2.3047, -0.0790], [-4.6099, 0.0290, -2.0626], [-2.8692, 0.0102, -1.7139], [-3.5706, 1.3154, -2.6889], [-5.2507, -0.1246, 0.2817], [-4.6270, 1.0234, 1.4801], [-3.5444, -0.1888, 0.7727], [-6.0867, 1.7956, -1.1375], [-4.9827, 3.0990, -1.6151], [-5.4805, 2.9374, 0.0749], [-3.2137, 3.1784, 0.4695], [-1.1395, -1.0896, 1.8586], [-1.1799, -1.4698, 0.6535], [-1.2441, -0.7294, -0.3483], [-1.1160, -2.9618, 0.4049], [-0.9173, -3.8382, 1.4617], [-0.7733, -5.2134, 1.2564], [-0.8474, -5.6495, -0.0431], [-0.7041, -6.9329, -0.5225], [-1.0497, -6.8538, -1.9024], [-1.0424, -5.4871, -2.2827], [-1.0554, -4.7793, -1.0960], [-1.1916, -3.4298, -0.9123], [-0.8627, -3.4195, 2.4574], [-0.6075, -5.9027, 2.0733], [-2.0532, -7.2713, -2.0484], [-0.3098, -7.3979, -2.4899], [-1.3277, -2.7298, -1.7248]], "forces_ev_per_angstrom": [[-0.045, -0.633, -0.681], [0.094, -0.108, 0.115], [0.218, 0.030, -0.120], [0.042, -0.043, 0.000], [0.032, 0.011, -0.012], [-0.011, -0.022, 0.011], [-0.026, 0.014, 0.001], [-0.087, 0.057, 0.034], [-0.063, 0.071, 0.302], [-0.040, 0.011, 0.038], [0.027, 0.014, 0.002], [-0.001, -0.039, 0.030], [-0.008, 0.024, -0.010], [0.011, 0.001, -0.010], [-0.028, -0.001, -0.058], [0.073, 0.011, 0.015], [-0.004, -0.005, 0.042], [-0.022, -0.012, -0.004], [-0.019, -0.012, -0.015], [-0.012, 0.020, 0.016], [-0.031, -0.044, -0.007], [-0.190, -0.012, -0.097], [0.016, 0.051, -0.045], [-0.003, -0.006, -0.005], [0.004, -0.007, 0.002], [0.001, 0.000, -0.001], [0.006, 0.009, 0.023], [-0.018, -0.009, -0.001], [0.001, 0.004, 0.003], [0.000, -0.002, 0.004], [0.015, 0.001, 0.006], [-0.047, 0.005, 0.021], [0.008, -0.001, -0.013], [0.001, 0.000, 0.001], [-0.001, 0.003, -0.003], [-0.001, 0.004, 0.002], [0.016, -0.007, -0.004], [0.039, 0.117, -0.062], [-0.018, -0.307, -0.161], [-0.037, -0.139, 0.641], [0.132, 0.796, -0.171], [0.032, 0.054, -0.029], [0.014, -0.078, 0.176], [0.007, -0.023, -0.039], [0.007, -0.008, -0.020], [-0.281, 0.274, -0.012], [0.014, -0.011, -0.012], [0.016, -0.001, 0.018], [0.014, 0.009, 0.009], [0.007, 0.003, 0.002], [0.001, 0.006, 0.006], [-0.024, 0.012, 0.006], [0.006, 0.002, 0.003], [-0.001, 0.004, 0.003], [0.003, -0.001, 0.002], [0.046, -0.002, 0.024], [0.073, -0.096, 0.091], [-0.035, 0.191, -0.188], [-0.007, -0.129, 0.133], [0.061, -0.032, 0.015], [0.012, -0.011, 0.006], [-0.005, 0.000, -0.002], [-0.031, -0.002, 0.011], [0.051, -0.028, -0.016], [0.004, 0.018, 0.011], [0.050, -0.012, -0.031], [-0.022, 0.006, 0.000], [0.012, -0.003, -0.009], [-0.002, -0.001, -0.006], [0.000, -0.001, 0.001], [-0.021, 0.008, 0.011], [-0.025, -0.001, 0.003], [0.002, 0.006, 0.004]], "lowdin_spin": [0.952, 0.048, 0.007, 0.003, 0.001, 0.001, 0.001, 0.007, 0.071, 0.011, 0.002, 0.001, 0.000, 0.001, 0.003, 0.007, 0.006, 0.000, 0.002, 0.000, 0.002, 0.004, 0.010, 0.001, 0.000, 0.000, 0.000, 0.000, 0.000, 0.000, 0.001, 0.000, 0.008, 0.000, 0.000, 0.000, 0.000, 0.795, 0.696, 0.508, 0.742, 0.027, 0.095, 0.049, 0.020, 0.747, 0.001, 0.004, 0.012, 0.009, 0.004, 0.002, 0.003, 0.003, 0.000, 0.051, 0.000, 0.005, 0.077, 0.003, 0.000, 0.000, 0.000, 0.000, 0.000, 0.000, 0.000, 0.000, 0.000, 0.000, 0.000, 0.000, 0.000]}